# 1
Entry from the Open Molecules 2025 dataset: a cluster of 7 separate species, C25H46BrN2O28PS6Si in total (the ωB97M-V functional and the def2-TZVPD basis).

Calculated values
SMILES   CC(=O)OCC[C@@](C#N)(CCO[Si](C)(C)C)[C@H](C#N)P(O)Br.O=S1(=O)OCCO1.O=S1(=O)OCCO1.O=S1(=O)OCCO1.O=S1(=O)OCCO1.O=S1(=O)OCCO1.O=S1(=O)OCCO1
Total energy   -239185.9675 eV

CARTESIAN COORDINATES (ANGSTROEM)
C1 2.040 2.379 -3.521
C2 2.689 3.816 -3.069
O1 3.249 3.889 -1.829
O2 2.777 5.037 -3.885
C3 1.478 5.431 -4.450
C4 0.629 6.501 -3.518
C5 -0.957 6.585 -4.038
C6 -1.000 6.836 -5.688
N1 -0.994 7.426 -6.845
C7 -1.805 5.238 -3.646
C8 -2.179 4.259 -4.909
O3 -2.608 2.961 -4.317
Si1 -4.358 2.817 -4.272
C9 -4.754 1.594 -2.789
C10 -5.097 2.138 -5.958
C11 -5.306 4.447 -3.881
C12 -1.617 7.854 -3.194
C13 -1.673 7.564 -1.551
N2 -1.979 6.971 -0.421
P1 -3.370 8.350 -3.813
O4 -3.274 9.100 -5.417
Br1 -4.275 9.913 -2.382
H1 2.907 1.688 -3.963
H2 1.628 1.863 -2.546
H3 1.229 2.446 -4.366
H4 0.774 4.545 -4.747
H5 1.723 6.007 -5.466
H6 1.054 7.605 -3.649
H7 0.727 6.212 -2.388
H8 -1.112 4.604 -2.915
H9 -2.806 5.441 -3.053
H10 -2.984 4.728 -5.619
H11 -1.206 3.998 -5.549
H12 -4.212 0.554 -2.952
H13 -5.926 1.444 -2.638
H14 -4.285 2.100 -1.824
H15 -4.174 2.025 -6.674
H16 -5.882 2.925 -6.365
H17 -5.675 1.129 -5.759
H18 -5.250 5.188 -4.785
H19 -6.462 4.188 -3.737
H20 -4.933 4.903 -2.862
H21 -0.940 8.802 -3.330
H22 -3.517 8.387 -6.107
C14 2.323 -3.037 -2.821
C15 1.319 -2.206 -2.027
O5 1.309 -0.928 -2.660
S1 1.594 -1.124 -4.254
O6 0.323 -1.126 -4.942
O7 2.692 -0.264 -4.631
O8 2.137 -2.660 -4.184
H23 3.351 -2.790 -2.537
H24 2.160 -4.111 -2.697
H25 1.596 -2.112 -0.974
H26 0.311 -2.628 -2.102
C16 -0.049 -7.647 0.009
C17 0.238 -6.373 0.799
O9 0.989 -5.545 -0.088
S2 0.504 -5.833 -1.619
O10 -0.457 -4.817 -1.986
O11 1.668 -6.141 -2.416
O12 -0.306 -7.217 -1.327
H27 0.825 -8.306 -0.008
H28 -0.909 -8.193 0.406
H29 0.803 -6.568 1.714
H30 -0.689 -5.846 1.048
C18 4.322 -5.142 3.820
C19 4.317 -5.768 5.212
O13 3.187 -6.638 5.226
S3 2.959 -7.234 3.725
O14 3.572 -8.543 3.661
O15 1.590 -6.986 3.338
O16 3.922 -6.184 2.932
H31 3.588 -4.333 3.749
H32 5.309 -4.762 3.542
H33 4.238 -5.020 6.005
H34 5.213 -6.376 5.374
C20 -3.207 -5.149 4.458
C21 -3.812 -3.750 4.379
O17 -2.915 -3.001 3.562
S4 -2.244 -3.999 2.460
O18 -2.983 -3.868 1.224
O19 -0.808 -3.865 2.537
O20 -2.673 -5.407 3.161
H35 -2.384 -5.183 5.179
H36 -3.951 -5.906 4.722
H37 -3.917 -3.286 5.363
H38 -4.787 -3.770 3.880
C22 5.323 -9.999 8.662
C23 4.319 -9.168 9.456
O21 4.309 -7.891 8.824
S5 4.594 -8.086 7.230
O22 3.323 -8.089 6.541
O23 5.692 -7.227 6.853
O24 5.137 -9.622 7.299
H39 6.351 -9.753 8.947
H40 5.160 -11.073 8.786
H41 4.596 -9.075 10.509
H42 3.311 -9.590 9.381
C24 0.359 8.302 1.997
C25 -1.048 8.776 2.351
O25 -1.041 8.941 3.767
S6 0.451 9.400 4.239
O26 0.455 10.839 4.386
O27 0.898 8.502 5.278
O28 1.234 9.028 2.859
H43 0.480 7.235 2.209
H44 0.608 8.494 0.950
H45 -1.817 8.060 2.051
H46 -1.261 9.750 1.899



# 2
Entry from the Open Molecules 2025 dataset: a structure of composition C25H46Cl2InN3O6Si (the ωB97M-V functional and the def2-TZVPD basis).

Calculated values
Energy relative to the best compared isomer or geometry (same formula, charge and spin)   0.00 kcal per mole

CARTESIAN COORDINATES (ANGSTROEM)
C1 2.965 2.082 2.977
C2 1.538 2.477 3.186
H1 3.645 2.911 3.182
H2 3.115 1.742 1.943
H3 3.244 1.251 3.641
C3 1.110 3.666 3.639
C4 2.002 4.792 4.053
H4 0.035 3.851 3.757
H5 3.047 4.647 3.747
H6 1.981 4.929 5.146
H7 1.644 5.735 3.615
In1 0.589 -0.172 -0.177
Cl1 2.672 0.350 -1.148
C5 -2.375 -0.328 0.929
O1 -1.711 0.080 -0.061
N1 -3.702 -0.293 0.986
C6 -4.488 0.306 -0.087
C7 -4.427 -0.694 2.185
H8 -1.882 -0.757 1.819
H9 -3.869 0.398 -0.984
H10 -4.859 1.294 0.219
H11 -5.351 -0.339 -0.275
H12 -3.740 -1.218 2.859
H13 -5.255 -1.356 1.904
H14 -4.837 0.183 2.703
H15 -1.463 -4.084 -3.833
H16 0.362 -5.578 -3.156
C8 -0.814 -3.204 -3.789
C9 1.044 -4.724 -3.094
N2 0.294 -3.491 -2.881
H17 -1.353 -2.335 -3.409
C10 0.673 -2.594 -1.986
O2 0.054 -1.504 -1.831
H18 1.728 -4.859 -2.250
H19 1.561 -2.856 -1.375
H20 -0.428 -2.999 -4.795
H21 1.629 -4.687 -4.022
H22 2.105 3.373 0.141
H23 -0.296 4.682 1.039
C11 1.670 3.677 -0.825
C12 -0.387 4.788 -0.055
N3 0.220 3.668 -0.745
H24 2.024 2.998 -1.601
C13 -0.526 2.653 -1.210
O3 -0.056 1.602 -1.696
H25 -1.449 4.846 -0.324
H26 -1.620 2.807 -1.138
H27 1.981 4.712 -1.028
H28 0.133 5.709 -0.351
O4 0.681 1.458 1.301
C14 0.538 1.441 2.667
C15 -1.826 2.469 2.478
C16 -0.927 1.630 3.135
H29 -1.525 2.951 1.543
C17 -3.081 2.710 3.045
H30 0.886 0.478 3.098
C18 -1.313 0.960 4.293
H31 -3.757 3.409 2.553
C19 -3.452 2.079 4.232
C20 -2.566 1.192 4.854
H32 -0.586 0.293 4.762
H33 -4.438 2.270 4.668
H34 -2.845 0.683 5.778
Si1 5.747 -0.732 -1.806
Cl2 5.600 0.499 -0.107
C21 5.104 0.102 -3.355
C22 4.925 -2.364 -1.420
C23 7.586 -1.083 -2.117
H35 4.153 0.616 -3.183
H36 4.947 -0.661 -4.132
H37 5.839 0.825 -3.737
H38 8.116 -0.198 -2.502
H39 7.672 -1.877 -2.872
H40 8.106 -1.418 -1.213
H41 3.875 -2.222 -1.144
H42 5.447 -2.863 -0.593
H43 4.979 -3.014 -2.306
C24 0.261 -3.611 2.578
C25 -0.042 -2.619 1.486
O5 -1.005 -2.778 0.716
O6 0.787 -1.597 1.450
H44 -0.376 -4.493 2.482
H45 0.091 -3.152 3.563
H46 1.317 -3.903 2.529